C4H4O in the gas phase, computed with the ωB97M-V functional and the def2-TZVPD basis.

Atoms and positions in Å:
O 3.06893 0.53192 -0.24955
C 2.29211 -0.30558 0.14876
C 0.81854 -0.13823 0.06110
C -1.83978 0.23360 -0.11129
C -0.38000 0.04198 -0.01547
H -2.12676 1.25453 0.16584
H 2.73022 -1.21674 0.59403
H -2.18418 0.05922 -1.13719
H -2.37910 -0.46070 0.54377

Cartesian forces (eV/Å) of the 3 atoms listed first:
O -0.5 -0.1 0.0
C -0.1 0.6 -0.2
C -0.2 0.0 0.1

The calculation puts the max |F| at 0.7 eV/Å. Its charge is 0. The calculation puts the total energy at -229.97509 hartree. Its spin multiplicity is 1. The SMILES is CC#CC=O. The value obtained for the gap between HOMO and LUMO is 10.71 eV. The molar mass is 68.08 g/mol. The energy relative to the best compared isomer or geometry (same formula, charge and spin) is 138.8 kJ/mol. The HOMO energy comes out at -0.37997 Ha.